{"formula": "C44H38P3V", "method": "ωB97M-V/def2-TZVPD", "species": ["V", "C", "C", "P", "C", "C", "C", "C", "C", "C", "C", "C", "C", "C", "C", "C", "P", "C", "C", "C", "C", "C", "C", "C", "C", "C", "C", "C", "C", "H", "H", "H", "H", "H", "H", "H", "H", "H", "H", "H", "H", "H", "H", "H", "H", "H", "H", "H", "H", "H", "H", "H", "H", "C", "C", "C", "C", "C", "C", "P", "C", "C", "C", "C", "C", "C", "C", "C", "C", "C", "C", "C", "H", "H", "H", "H", "H", "H", "H", "H", "H", "H", "H", "H", "H", "H"], "coordinates": [[0.015, 0.349, -0.089], [1.960, -1.321, -2.364], [0.921, -2.351, -1.905], [-0.657, -1.555, -1.442], [-1.328, -0.801, -2.921], [-0.974, -1.285, -4.184], [-1.574, -0.759, -5.316], [-2.532, 0.242, -5.196], [-2.901, 0.717, -3.944], [-2.299, 0.197, -2.808], [-1.734, -2.868, -0.868], [-1.224, -3.808, 0.032], [-1.986, -4.909, 0.385], [-3.261, -5.066, -0.148], [-3.776, -4.122, -1.027], [-3.015, -3.021, -1.396], [2.160, -0.013, -1.118], [3.037, 1.362, -1.818], [3.901, 1.144, -2.893], [4.639, 2.203, -3.402], [4.518, 3.466, -2.839], [3.661, 3.684, -1.766], [2.919, 2.633, -1.254], [3.018, -0.698, 0.295], [2.305, -1.521, 1.177], [2.935, -2.086, 2.274], [4.284, -1.825, 2.488], [4.993, -1.000, 1.624], [4.363, -0.423, 0.529], [1.665, -0.837, -3.295], [2.932, -1.793, -2.517], [1.277, -2.895, -1.031], [0.725, -3.104, -2.669], [-0.248, -2.079, -4.298], [-1.302, -1.137, -6.292], [-3.002, 0.644, -6.085], [-3.661, 1.483, -3.854], [-2.611, 0.557, -1.834], [-0.226, -3.706, 0.446], [-1.582, -5.652, 1.060], [-3.850, -5.936, 0.114], [-4.765, -4.255, -1.447], [-3.414, -2.310, -2.108], [4.011, 0.164, -3.339], [5.310, 2.040, -4.235], [5.097, 4.289, -3.240], [3.575, 4.671, -1.331], [2.255, 2.811, -0.416], [1.252, -1.752, 1.012], [2.389, -2.730, 2.951], [4.786, -2.269, 3.338], [6.042, -0.805, 1.801], [4.917, 0.230, -0.134], [0.603, 2.783, 6.011], [1.418, 2.971, 4.896], [1.072, 2.390, 3.691], [-0.102, 1.629, 3.616], [-0.919, 1.433, 4.731], [-0.556, 2.020, 5.933], [-0.555, 0.954, 2.065], [-1.867, -0.241, 2.032], [-1.675, -1.445, 2.738], [-2.679, -2.389, 2.746], [-3.858, -2.164, 2.031], [-4.045, -0.988, 1.317], [-3.054, -0.017, 1.318], [-1.004, 2.248, 0.831], [-1.602, 3.454, 1.219], [-1.803, 4.432, 0.264], [-1.410, 4.258, -1.076], [-0.811, 3.090, -1.490], [-0.630, 2.089, -0.530], [0.878, 3.237, 6.954], [2.319, 3.564, 4.975], [1.710, 2.523, 2.824], [-1.824, 0.840, 4.670], [-1.178, 1.885, 6.808], [-0.760, -1.620, 3.294], [-2.554, -3.307, 3.305], [-4.642, -2.911, 2.044], [-4.968, -0.818, 0.778], [-3.215, 0.916, 0.793], [-1.885, 3.620, 2.251], [-2.269, 5.364, 0.560], [-1.581, 5.058, -1.786], [-0.502, 2.947, -2.516]], "s_squared": 0.85, "charge": 3, "e_above_lowest_kj_mol": 57.85, "multiplicity": 2, "e_homo_ev": [-16.7, -16.7]}


{"formula": "C44H39NO7", "method": "ωB97M-V/def2-TZVPD", "species": ["C", "C", "C", "N", "C", "C", "O", "C", "O", "C", "C", "C", "O", "C", "C", "C", "C", "C", "C", "C", "H", "H", "H", "H", "H", "H", "H", "H", "H", "H", "H", "H", "H", "H", "H", "H", "H", "H", "H", "H", "H", "H", "H", "O", "C", "C", "C", "C", "C", "C", "C", "C", "O", "C", "C", "C", "C", "C", "C", "H", "H", "H", "H", "H", "H", "H", "H", "O", "C", "C", "C", "C", "C", "C", "C", "C", "O", "C", "C", "C", "C", "C", "C", "H", "H", "H", "H", "H", "H", "H", "H"], "coordinates": [[6.302, -0.039, 5.066], [5.385, -0.429, 3.839], [5.957, -0.051, 2.422], [4.250, -0.996, 4.066], [4.113, -2.349, 3.445], [5.463, -3.174, 3.502], [3.065, -3.047, 4.147], [2.075, -3.479, 3.266], [2.338, -4.142, 2.292], [0.603, -3.066, 3.592], [-0.403, -4.276, 3.457], [-0.298, -5.283, 4.692], [-1.746, -3.899, 3.147], [-2.364, -3.095, 4.161], [-2.665, -1.620, 3.734], [-1.672, -0.538, 3.712], [-1.992, 0.840, 3.303], [-3.350, 1.205, 2.905], [-4.361, 0.142, 2.961], [-4.036, -1.240, 3.355], [5.686, 0.303, 5.933], [6.964, -0.903, 5.364], [7.004, 0.785, 4.740], [6.640, 0.843, 2.464], [5.105, 0.121, 1.716], [6.580, -0.876, 1.969], [3.889, -2.177, 2.355], [5.274, -4.277, 3.428], [6.144, -2.888, 2.664], [6.009, -3.016, 4.477], [0.289, -2.292, 2.835], [0.473, -2.624, 4.612], [-0.040, -4.877, 2.573], [0.713, -5.768, 4.675], [-1.145, -6.009, 4.708], [-0.299, -4.627, 5.614], [-3.368, -3.568, 4.375], [-1.816, -3.062, 5.137], [-0.613, -0.711, 4.013], [-1.171, 1.595, 3.292], [-3.549, 2.251, 2.590], [-5.404, 0.442, 2.684], [-4.890, -1.956, 3.356], [1.318, -1.215, -1.546], [0.517, -1.979, -2.054], [-0.298, -1.550, -3.218], [-0.126, -0.273, -3.742], [-0.854, 0.125, -4.853], [-1.756, -0.753, -5.448], [-1.943, -2.022, -4.918], [-1.220, -2.422, -3.799], [-1.441, -3.775, -3.228], [-2.284, -4.514, -3.701], [-0.613, -4.210, -2.077], [-0.784, -5.488, -1.553], [0.009, -5.915, -0.496], [0.976, -5.068, 0.040], [1.139, -3.789, -0.472], [0.343, -3.353, -1.527], [0.579, 0.412, -3.286], [-0.715, 1.120, -5.262], [-2.316, -0.445, -6.324], [-2.651, -2.700, -5.381], [-1.532, -6.152, -1.970], [-0.123, -6.912, -0.091], [1.597, -5.405, 0.854], [1.891, -3.134, -0.049], [-4.162, 6.241, -2.490], [-3.115, 6.274, -3.107], [-2.003, 5.355, -2.757], [-2.172, 4.434, -1.726], [-1.154, 3.544, -1.418], [0.038, 3.570, -2.138], [0.217, 4.497, -3.154], [-0.800, 5.396, -3.463], [-0.591, 6.396, -4.539], [0.477, 6.467, -5.118], [-1.709, 7.301, -4.903], [-1.540, 8.219, -5.935], [-2.589, 9.048, -6.305], [-3.813, 8.961, -5.646], [-3.981, 8.057, -4.607], [-2.929, 7.228, -4.229], [-3.100, 4.407, -1.167], [-1.289, 2.825, -0.618], [0.829, 2.865, -1.903], [1.148, 4.516, -3.708], [-0.591, 8.287, -6.455], [-2.457, 9.759, -7.112], [-4.635, 9.602, -5.942], [-4.934, 7.996, -4.095]], "smiles": "CC(C)=N[C@@H](C)OC(=O)C[C@@H](C)OCc1ccccc1.O=C1c2ccccc2C(=O)c2ccccc21.O=C1c2ccccc2C(=O)c2ccccc21", "charge": 0, "e_above_lowest_kj_mol": 0.00, "multiplicity": 1, "e_homo_ev": -8.5}


{"formula": "C44H41MnN4O2S2", "method": "ωB97M-V/def2-TZVPD", "species": ["Mn", "S", "C", "N", "C", "C", "N", "C", "C", "C", "C", "C", "C", "C", "C", "S", "C", "C", "C", "C", "C", "C", "C", "H", "H", "H", "H", "H", "H", "H", "H", "H", "H", "H", "H", "H", "H", "H", "H", "H", "H", "O", "C", "C", "C", "C", "N", "C", "C", "C", "C", "C", "C", "O", "C", "C", "N", "H", "H", "H", "H", "H", "H", "H", "H", "H", "H", "H", "H", "C", "C", "C", "C", "C", "C", "C", "C", "C", "C", "C", "C", "C", "C", "H", "H", "H", "H", "H", "H", "H", "H", "H", "H", "H"], "coordinates": [[0.526, 0.940, -0.854], [-1.798, 0.167, -1.032], [-1.830, -1.079, 0.104], [-2.909, -1.781, 0.350], [-2.930, -2.735, 1.467], [-2.127, -2.155, 2.598], [-0.767, -1.895, 2.111], [0.322, -2.257, 3.042], [0.382, -3.751, 3.238], [0.116, -4.304, 4.484], [0.157, -5.681, 4.660], [0.457, -6.507, 3.588], [0.723, -5.958, 2.340], [0.689, -4.584, 2.164], [-0.580, -1.444, 0.897], [0.940, -1.320, 0.164], [-4.152, -1.701, -0.443], [-4.537, -3.072, -0.938], [-5.765, -3.621, -0.598], [-6.116, -4.883, -1.062], [-5.234, -5.599, -1.856], [-4.001, -5.054, -2.195], [-3.655, -3.793, -1.739], [-2.532, -3.700, 1.146], [-3.967, -2.878, 1.762], [-2.056, -2.874, 3.411], [-2.562, -1.227, 2.978], [0.099, -1.755, 3.985], [1.249, -1.861, 2.636], [-0.113, -3.660, 5.326], [-0.043, -6.106, 5.634], [0.491, -7.579, 3.725], [0.969, -6.601, 1.506], [0.917, -4.157, 1.193], [-3.988, -1.005, -1.261], [-4.929, -1.291, 0.205], [-6.457, -3.062, 0.021], [-7.077, -5.304, -0.801], [-5.507, -6.582, -2.215], [-3.316, -5.610, -2.820], [-2.696, -3.364, -2.015], [6.684, 3.392, -2.873], [6.322, 3.506, -1.519], [4.962, 2.900, -1.328], [4.371, 2.862, -0.070], [3.117, 2.311, 0.063], [2.439, 1.796, -0.972], [3.011, 1.809, -2.191], [4.262, 2.359, -2.398], [2.220, 1.191, -3.289], [2.681, 1.115, -4.589], [1.895, 0.518, -5.566], [2.358, 0.472, -7.002], [3.722, 0.784, -7.144], [0.662, 0.001, -5.188], [0.268, 0.108, -3.871], [1.020, 0.693, -2.934], [7.536, 3.815, -3.018], [6.280, 4.552, -1.194], [7.029, 2.986, -0.862], [4.877, 3.260, 0.800], [2.621, 2.272, 1.023], [4.715, 2.383, -3.376], [3.644, 1.510, -4.875], [1.794, 1.229, -7.554], [2.103, -0.496, -7.441], [4.243, -0.024, -7.180], [0.011, -0.482, -5.904], [-0.684, -0.289, -3.544], [-0.896, 3.799, 5.562], [0.033, 2.768, 5.575], [0.329, 2.093, 4.401], [-0.282, 2.452, 3.200], [-1.224, 3.481, 3.199], [-1.527, 4.148, 4.375], [0.082, 1.706, 1.978], [0.018, 2.125, 0.717], [-0.203, 3.450, 0.136], [0.597, 4.526, 0.548], [0.453, 5.769, -0.037], [-0.473, 5.960, -1.058], [-1.264, 4.904, -1.483], [-1.129, 3.655, -0.893], [-1.134, 4.325, 6.477], [0.522, 2.490, 6.498], [1.056, 1.287, 4.411], [-1.726, 3.753, 2.280], [-2.262, 4.942, 4.366], [0.461, 0.703, 2.163], [1.305, 4.379, 1.355], [1.061, 6.597, 0.304], [-0.580, 6.935, -1.515], [-1.995, 5.055, -2.266], [-1.782, 2.848, -1.201]], "s_squared": 6.34, "charge": 2, "e_above_lowest_kj_mol": 0.00, "multiplicity": 5, "e_homo_ev": [-12.7, -12.8]}


{"formula": "C44H41N7O3PSTc", "method": "ωB97M-V/def2-TZVPD", "species": ["Tc", "O", "C", "O", "C", "C", "C", "C", "C", "C", "P", "C", "C", "C", "C", "C", "C", "C", "C", "C", "C", "C", "C", "H", "H", "H", "H", "H", "H", "H", "H", "H", "H", "H", "H", "H", "H", "C", "O", "C", "C", "C", "C", "C", "C", "C", "N", "C", "C", "N", "C", "C", "C", "C", "N", "C", "C", "N", "C", "C", "C", "C", "H", "H", "H", "H", "H", "H", "H", "H", "H", "H", "H", "H", "H", "H", "C", "C", "C", "C", "N", "H", "H", "H", "H", "H", "H", "H", "H", "H", "N", "C", "N", "S", "H", "H", "H", "H"], "coordinates": [[2.491, 0.815, 0.077], [4.506, 1.127, 3.453], [3.719, 1.706, 2.733], [3.740, 1.623, 1.431], [2.640, 2.563, 3.369], [2.949, 3.074, 4.630], [2.057, 3.881, 5.312], [0.823, 4.182, 4.749], [0.498, 3.673, 3.506], [1.396, 2.863, 2.805], [0.827, 2.250, 1.192], [0.357, 3.767, 0.329], [-0.952, 4.223, 0.258], [-1.227, 5.436, -0.360], [-0.197, 6.191, -0.898], [1.114, 5.734, -0.829], [1.392, 4.521, -0.223], [-0.684, 1.292, 1.477], [-1.019, 0.777, 2.725], [-2.095, -0.094, 2.847], [-2.838, -0.450, 1.731], [-2.510, 0.068, 0.483], [-1.434, 0.930, 0.354], [3.909, 2.820, 5.055], [2.323, 4.277, 6.283], [0.119, 4.813, 5.275], [-0.464, 3.910, 3.068], [-1.760, 3.637, 0.677], [-2.248, 5.790, -0.416], [-0.413, 7.142, -1.367], [1.920, 6.326, -1.244], [2.412, 4.153, -0.176], [-0.445, 1.051, 3.601], [-2.355, -0.488, 3.821], [-3.678, -1.125, 1.832], [-3.091, -0.201, -0.390], [-1.181, 1.333, -0.623], [-6.720, -9.352, -1.180], [-6.091, -8.944, 0.027], [-5.197, -7.936, -0.035], [-4.602, -7.577, 1.177], [-3.674, -6.561, 1.214], [-3.314, -5.875, 0.051], [-3.915, -6.238, -1.148], [-4.850, -7.259, -1.202], [-2.326, -4.798, 0.052], [-1.981, -4.083, -0.997], [-1.035, -3.208, -0.541], [-0.798, -3.388, 0.802], [-1.633, -4.414, 1.172], [0.160, -2.630, 1.535], [0.496, -2.818, 2.884], [1.473, -2.038, 3.446], [2.089, -1.051, 2.674], [1.765, -0.832, 1.407], [0.832, -1.623, 0.823], [0.585, -1.416, -0.587], [1.290, -0.430, -1.204], [1.146, -0.259, -2.510], [0.284, -1.044, -3.279], [-0.461, -2.020, -2.668], [-0.317, -2.219, -1.286], [-7.387, -10.164, -0.908], [-5.985, -9.711, -1.903], [-7.299, -8.536, -1.616], [-4.886, -8.113, 2.071], [-3.236, -6.309, 2.173], [-3.638, -5.711, -2.051], [-5.296, -7.518, -2.150], [-1.716, -4.832, 2.081], [0.004, -3.585, 3.469], [1.779, -2.167, 4.474], [2.872, -0.441, 3.103], [1.713, 0.551, -2.942], [0.201, -0.845, -4.337], [-1.155, -2.642, -3.219], [3.743, 2.960, -3.150], [4.389, 2.029, -2.119], [5.038, 0.832, -2.813], [5.428, 2.795, -1.290], [3.347, 1.529, -1.261], [4.501, 3.345, -3.835], [3.268, 3.805, -2.645], [2.986, 2.425, -3.727], [5.866, 1.171, -3.437], [4.319, 0.310, -3.447], [5.426, 0.131, -2.074], [6.211, 3.200, -1.935], [5.885, 2.136, -0.552], [4.955, 3.619, -0.755], [-1.795, 4.445, -4.111], [-0.611, 3.889, -3.829], [0.473, 4.550, -4.258], [-0.487, 2.440, -2.998], [-1.878, 5.210, -4.759], [-2.618, 3.908, -3.899], [0.411, 5.499, -4.589], [1.366, 4.218, -3.936]], "s_squared": 3.77, "charge": 1, "e_above_lowest_kj_mol": 13.90, "multiplicity": 4, "e_homo_ev": [-9.5, -10.0]}


{"formula": "C44H42I2KN3O5P2S2", "method": "ωB97M-V/def2-TZVPD", "species": ["K", "C", "C", "C", "C", "C", "C", "C", "P", "C", "C", "C", "C", "C", "C", "C", "C", "C", "C", "C", "C", "C", "C", "H", "H", "H", "H", "H", "H", "H", "H", "H", "H", "H", "H", "H", "H", "H", "H", "H", "H", "H", "H", "O", "N", "C", "C", "C", "C", "C", "C", "C", "P", "C", "C", "C", "C", "C", "C", "C", "C", "C", "C", "C", "C", "H", "H", "H", "H", "H", "H", "H", "H", "H", "H", "H", "H", "H", "H", "H", "H", "C", "N", "C", "C", "N", "C", "S", "H", "H", "H", "H", "H", "H", "I", "I", "O", "S", "O", "O", "O"], "coordinates": [[0.608, 1.527, -1.728], [-1.390, 4.264, 1.170], [-0.802, 3.663, 2.426], [-0.553, 4.478, 3.527], [-0.012, 3.971, 4.702], [0.277, 2.618, 4.790], [0.038, 1.794, 3.694], [-0.485, 2.294, 2.506], [-0.805, 1.269, 1.003], [0.331, -0.159, 1.200], [1.552, -0.138, 1.713], [2.394, -1.404, 1.668], [1.552, -3.791, 2.188], [0.338, -3.838, 1.660], [-0.539, -2.591, 1.689], [-2.007, -2.960, 1.477], [-2.434, 0.526, 1.383], [-2.983, 0.477, 2.666], [-4.245, -0.034, 2.946], [-5.002, -0.504, 1.848], [-4.520, -0.464, 0.567], [-3.205, 0.055, 0.233], [-2.744, 0.040, -1.074], [-1.615, 5.323, 1.324], [-2.307, 3.753, 0.867], [-0.691, 4.167, 0.336], [-0.782, 5.537, 3.453], [0.184, 4.630, 5.540], [0.691, 2.201, 5.702], [0.253, 0.734, 3.767], [1.990, 0.756, 2.143], [3.435, -1.135, 1.838], [2.223, -4.643, 2.186], [-0.070, -4.747, 1.230], [-2.316, -3.683, 2.240], [-2.168, -3.399, 0.491], [-2.642, -2.078, 1.561], [-2.393, 0.858, 3.494], [-4.633, -0.051, 3.956], [-5.997, -0.908, 2.020], [-5.134, -0.830, -0.253], [-1.785, 0.460, -1.337], [-3.372, -0.322, -1.883], [2.496, 0.346, -1.856], [2.677, -0.870, -2.220], [3.681, -1.348, -2.825], [3.485, -2.780, -3.168], [4.461, -3.528, -3.798], [4.208, -4.856, -4.139], [2.972, -5.406, -3.861], [1.985, -4.643, -3.241], [2.233, -3.330, -2.865], [1.003, -2.115, -2.177], [1.091, -1.924, -0.347], [-0.102, -1.500, 0.543], [-0.379, -1.989, 3.085], [0.821, -1.956, 3.641], [1.986, -2.472, 2.808], [2.274, -1.943, 0.253], [-0.512, -3.218, -2.128], [-0.412, -4.395, -1.379], [-1.447, -5.320, -1.323], [-2.631, -5.066, -2.009], [-2.760, -3.888, -2.731], [-1.709, -2.975, -2.793], [3.380, 1.164, -0.654], [4.549, -0.743, -3.076], [5.414, -3.068, -4.034], [4.970, -5.444, -4.638], [2.754, -6.430, -4.145], [1.013, -5.082, -3.075], [-0.999, -1.355, -0.058], [-1.269, -1.590, 3.566], [0.998, -1.528, 4.623], [2.862, -2.623, 3.436], [3.181, -2.232, -0.265], [0.503, -4.593, -0.831], [-1.336, -6.224, -0.734], [-3.451, -5.773, -1.965], [-3.685, -3.666, -3.250], [-1.846, -2.059, -3.350], [-2.201, 6.948, -1.607], [-0.798, 6.623, -1.448], [0.114, 7.372, -0.705], [1.284, 6.709, -0.747], [1.072, 5.586, -1.517], [-0.203, 5.498, -1.941], [-0.896, 4.248, -2.852], [-2.303, 7.990, -1.909], [-2.746, 6.779, -0.677], [-2.612, 6.297, -2.373], [-0.160, 8.291, -0.217], [2.235, 6.916, -0.289], [1.757, 4.839, -1.664], [0.467, -0.766, -4.325], [0.054, 0.218, -7.274], [3.002, 3.625, -1.429], [2.808, 3.102, -0.063], [3.295, 3.977, 0.976], [1.425, 2.652, 0.075], [3.714, 1.804, 0.036]], "charge": -2, "e_above_lowest_kj_mol": 0.00, "multiplicity": 1, "e_homo_ev": -0.7}